Density functional theory data (the ωB97M-V functional and the def2-TZVPD basis) for a molecular structure, C35H30N5O5PS2Ta at a distorted geometry.

Geometry as XYZ:
```
79
C35H30N5O5PS2Ta (the ωB97M-V functional and the def2-TZVPD basis)
Ta 11.11820 12.16135 11.19840
O 6.38078 14.82663 14.27384
C 7.31969 14.24791 13.51567
C 7.15540 13.01782 12.84186
C 8.24226 12.46448 12.21628
N 9.37270 13.10561 12.21485
C 9.61585 14.25170 12.81214
C 8.56719 14.89259 13.49818
C 11.06493 14.65083 12.83842
O 11.51112 15.70699 13.22186
O 11.80576 13.62160 12.31315
C 8.33682 11.01972 11.56633
O 7.38715 10.31292 11.60845
O 9.52484 10.76099 11.14494
H 5.61894 14.17107 14.27856
H 6.30826 12.32356 12.91250
H 8.68792 15.82393 13.93889
S 12.12925 10.56296 12.79926
C 12.37957 9.12708 11.92493
C 12.42739 7.91267 12.62572
N 12.39057 6.93633 13.22992
C 12.56303 9.11916 10.58979
S 12.54783 10.61078 9.75104
C 13.01155 7.85075 10.04003
N 13.40932 6.78573 9.87557
C 9.94212 9.52610 5.58805
C 10.40608 10.81461 5.36541
C 10.33010 11.75546 6.34958
C 9.82307 11.40610 7.60425
C 9.48288 10.06430 7.90038
C 9.49287 9.12873 6.87940
P 9.83664 12.60535 8.92351
C 8.18199 13.36203 9.13792
C 7.03607 12.55674 9.02892
C 5.77611 13.03911 9.45635
C 5.70593 14.32708 9.94656
C 6.84357 15.11833 10.08362
C 8.07162 14.66949 9.60933
C 11.11646 13.72924 8.70219
C 11.32870 14.83793 7.83545
C 12.50925 15.55894 7.88382
C 13.43104 15.33424 8.96399
C 13.11461 14.37476 9.89137
C 12.01306 13.49423 9.73176
H 9.83564 8.72444 4.81706
H 10.79703 11.25126 4.45547
H 10.55006 12.82025 6.12437
H 9.34146 9.85626 8.94702
H 9.24514 8.07037 7.07194
H 7.09784 11.56865 8.60776
H 4.87631 12.41047 9.28852
H 4.76511 14.82783 10.13631
H 6.79040 16.18965 10.36493
H 8.93546 15.35560 9.61222
H 10.57761 15.03334 6.99825
H 12.69298 16.27895 7.13978
H 14.40897 15.90890 8.92966
H 13.76809 14.24722 10.71226
C 8.87074 5.29316 16.23893
C 8.09923 6.54375 16.70354
N 8.26904 7.71489 15.87090
C 9.73761 8.21045 15.94248
C 10.67075 6.94522 15.78114
N 9.81794 5.82406 15.13998
C 9.10051 6.39317 13.92468
C 8.03968 7.32490 14.50439
H 8.28143 4.49445 15.87846
H 9.59452 4.91778 17.05539
H 8.41448 6.84337 17.72156
H 7.04316 6.28706 16.70853
H 10.01063 8.64859 16.96333
H 9.96021 8.94716 15.21204
H 11.03263 6.51451 16.72822
H 11.56052 7.04699 15.15664
H 10.48883 5.04072 14.90140
H 8.59650 5.58005 13.37475
H 9.88837 6.92502 13.32550
H 7.05551 6.83987 14.53111
H 7.96451 8.17552 13.87190
```

Its net charge is +1. The calculation puts the relative energy (zero: lowest compared OMol25 entry of this formula, charge and spin) at 39.1 kcal/mol. Its gap between HOMO and LUMO is 6.862 eV.

=====

Density functional theory data (the ωB97M-V functional and the def2-TZVPD basis) for a molecular structure, C25H35KNO4Si at a distorted geometry.

Geometry as XYZ:
```
67
C25H35KNO4Si (the ωB97M-V functional and the def2-TZVPD basis)
K -0.23190 -0.85926 -0.40926
C -2.51020 1.63370 -3.34705
C -2.77755 0.80715 -2.09886
C -4.13714 1.12139 -1.49220
O -1.74587 1.08341 -1.11620
C -2.74931 -0.71000 -2.47553
O -3.55523 -1.02177 -3.36322
O -1.94793 -1.45095 -1.84479
H -2.74900 2.68859 -3.16656
H -3.12026 1.26185 -4.16802
H -1.45774 1.56590 -3.62676
H -4.28203 2.20589 -1.41943
H -4.20950 0.69873 -0.48931
H -4.92386 0.69840 -2.11499
H -1.75247 2.01073 -0.87027
C 4.49874 -0.87099 2.15992
C 4.12358 -2.35092 2.02962
C 3.49856 -2.80158 3.35812
C 5.39785 -3.14808 1.76780
Si 2.72950 -2.37865 0.72561
O 1.60579 -1.28743 1.02546
C 3.46893 -2.13146 -1.02157
C 2.83665 -1.25126 -1.91634
C 3.25963 -1.10088 -3.23307
C 4.34190 -1.83115 -3.69710
C 4.98075 -2.72246 -2.84598
C 4.54189 -2.87319 -1.53650
C 1.96652 -4.12437 0.60835
C 0.66025 -4.19040 0.08566
C 0.00668 -5.39978 -0.11054
C 0.63942 -6.58929 0.22467
C 1.92327 -6.55998 0.74400
C 2.57534 -5.34253 0.92526
H 5.19922 -0.73195 2.99681
H 3.59856 -0.28356 2.33597
H 4.97722 -0.48563 1.25297
H 4.21658 -2.64108 4.17540
H 3.23209 -3.86138 3.35141
H 2.58866 -2.23908 3.58205
H 6.07510 -3.02575 2.62565
H 5.93120 -2.79428 0.88375
H 5.23645 -4.21976 1.63848
H 1.98557 -0.66966 -1.58564
H 2.73276 -0.42277 -3.89335
H 4.67805 -1.72177 -4.72162
H 5.81440 -3.31499 -3.20496
H 5.04385 -3.60863 -0.91841
H 0.12650 -3.28908 -0.18554
H -0.99380 -5.40599 -0.52575
H 0.13405 -7.53721 0.08004
H 2.42684 -7.48238 1.00976
H 3.57977 -5.36642 1.33028
C 3.59470 2.81528 2.03280
C 2.24032 2.86926 2.74691
C 2.17406 1.82924 3.87014
C 1.99868 4.27426 3.29378
C 1.18694 2.51396 1.75408
N 0.41585 2.15916 0.98108
H 4.37480 3.06532 2.75603
H 3.63436 3.53342 1.21251
H 3.79214 1.82622 1.62907
H 2.93356 2.07618 4.61613
H 2.36635 0.82874 3.48432
H 1.19586 1.82767 4.35141
H 2.78687 4.49945 4.01487
H 1.03462 4.34998 3.79818
H 2.03007 5.02149 2.50001
```

Its net charge is -1. Its gap between HOMO and LUMO is 7.743 eV.

=====

Density functional theory data (the ωB97M-V functional and the def2-TZVPD basis) for a molecular structure, C18H16AsF5O8P2PdSTe.

Geometry as XYZ:
```
53
C18H16AsF5O8P2PdSTe (the ωB97M-V functional and the def2-TZVPD basis)
Pd -0.92597 1.28214 -0.68064
S 0.93192 1.81116 -2.37884
C 2.37502 1.40965 -1.48418
C 3.60401 1.98630 -1.83729
C 4.77977 1.59566 -1.22165
C 4.77991 0.62077 -0.22947
C 3.57220 0.05441 0.14927
C 2.39116 0.45804 -0.45538
As 0.66851 -0.26451 -0.04570
C 0.56165 -1.98016 -0.91041
C 0.94115 -3.15230 -0.26692
C 0.83068 -4.36671 -0.92980
C 0.32496 -4.40459 -2.22265
C -0.07680 -3.23428 -2.85267
C 0.03622 -2.01573 -2.20012
C 0.46936 -0.63737 1.82575
C 1.36967 -0.21937 2.79347
C 1.09828 -0.46862 4.13165
C -0.07100 -1.11477 4.49593
C -0.98878 -1.50140 3.52660
C -0.72396 -1.25919 2.19000
H 3.61602 2.74597 -2.60878
H 5.71350 2.06045 -1.51761
H 5.70305 0.31500 0.24632
H 3.54868 -0.70670 0.92132
H 1.31125 -3.11606 0.75158
H 1.12359 -5.28302 -0.43097
H 0.22124 -5.35534 -2.73233
H -0.51524 -3.26730 -3.84135
H -0.33247 -1.10776 -2.66076
H 2.24701 0.34813 2.51565
H 1.78170 -0.10940 4.88989
H -0.28910 -1.28476 5.54342
H -1.92411 -1.96596 3.81141
H -1.45272 -1.52216 1.43001
O -0.89030 4.54177 1.66529
P -0.56304 2.98944 1.86696
O 0.10437 2.72558 3.15309
O 0.16331 2.48481 0.59587
O -2.04320 2.31181 1.82477
P -3.14772 2.77703 0.70447
O -4.19864 1.61280 0.88528
O -3.62131 4.13816 1.05495
O -2.47385 2.64532 -0.66787
H -1.82683 4.68109 1.40556
H -4.59976 1.38182 0.00599
F -2.35671 -0.78629 -4.01239
Te -3.33110 0.32562 -2.79228
F -4.22577 -1.34439 -2.46531
F -4.98943 0.97790 -1.60019
F -4.51748 0.58778 -4.31972
F -2.16184 1.74190 -3.56984
O -2.02107 -0.14234 -1.44936
```

Its net charge is -2. The calculation puts the relative energy (zero: lowest compared OMol25 entry of this formula, charge and spin) at 20.9 kcal/mol. As for the expectation value of S²: 2.016. Its gap between HOMO and LUMO (spin up / spin down) is 6.560 / 6.430 eV. Its spin multiplicity is 3.

=====

Density functional theory data (the ωB97M-V functional and the def2-TZVPD basis) for 13 unconnected molecules or ions with the total composition C34H98N4O22 at a distorted geometry.

Geometry as XYZ:
```
158
C34H98N4O22 (the ωB97M-V functional and the def2-TZVPD basis)
C 12.15277 8.72514 9.99368
C 12.43499 10.19173 9.66191
O 12.90542 10.27451 8.34879
O 11.71390 8.52197 11.38256
H 13.02414 8.04759 9.90359
H 11.36506 8.28377 9.43363
H 13.13896 10.58345 10.46356
H 11.43836 10.67570 9.75004
H 12.96410 11.22634 8.14241
H 11.03684 9.21052 11.47748
C 15.11657 10.72805 17.16768
C 14.29493 9.37457 16.97732
O 13.59323 9.45828 15.76006
O 14.96962 11.37586 18.41285
H 14.83404 11.33213 16.26942
H 16.19064 10.56654 17.10752
H 13.72526 9.27992 17.90070
H 14.92160 8.45086 16.97747
H 13.93619 8.81616 15.13203
H 14.12318 11.92813 18.41238
C 9.13137 11.46856 13.21542
C 9.10816 12.80983 12.42969
O 9.95145 13.81096 12.89072
O 10.17064 10.66275 12.68983
H 8.18904 10.89391 13.19816
H 9.41858 11.66246 14.21622
H 8.06008 13.12363 12.53249
H 9.22587 12.63290 11.38589
H 10.90680 13.54307 13.06264
H 10.65266 10.22822 13.43368
C 9.54330 7.06709 14.98157
C 9.98071 8.36044 15.71176
O 10.92911 8.91924 14.88836
O 8.74349 7.40001 13.84606
H 8.88634 6.42548 15.65766
H 10.44646 6.68166 14.64273
H 10.41146 7.99832 16.60441
H 9.09989 9.00581 15.98687
H 11.81035 9.19823 15.31325
H 9.34333 7.79500 13.18983
C 15.07182 7.42770 13.01438
C 15.80363 8.70356 12.86755
O 15.14673 9.62036 12.05725
O 13.96479 7.51499 13.93735
H 15.75561 6.77303 13.59311
H 14.72919 6.99714 12.06373
H 16.75901 8.43727 12.43934
H 15.97195 9.12059 13.82349
H 15.12076 9.36872 11.11859
H 13.28938 7.96058 13.40073
C 11.52135 15.23284 9.27054
C 11.45360 13.77843 8.81708
O 12.75211 13.12959 8.68181
O 12.30478 15.45986 10.36924
H 10.47701 15.51868 9.43542
H 11.88804 15.90505 8.45621
H 11.07682 13.76891 7.78939
H 10.84045 13.16671 9.49678
H 13.26390 13.35934 9.45164
H 11.82381 15.61785 11.19385
C 11.92212 17.85035 13.21036
C 13.24415 17.86270 13.94723
O 13.03827 17.25960 15.24516
O 11.50545 16.56149 12.75755
H 11.97167 18.36340 12.29609
H 11.16531 18.33640 13.76396
H 13.52787 18.87451 14.07856
H 14.04229 17.30648 13.34950
H 13.80584 17.45207 15.83643
H 11.36826 16.05635 13.52758
C 13.90136 13.20568 12.21962
C 13.45521 12.56576 13.43484
O 12.33285 13.23004 13.99737
O 14.36326 14.52738 12.45670
H 13.02946 13.21315 11.55668
H 14.71075 12.51330 11.89387
H 14.25915 12.61053 14.22990
H 13.31913 11.49640 13.25475
H 12.60318 13.65257 14.84881
H 14.11121 15.19488 11.78118
C 15.43962 15.42133 17.23288
C 14.50753 14.36337 16.42696
O 13.11978 14.61441 16.19554
O 15.61440 16.71291 16.66646
H 16.38894 14.87969 17.25716
H 14.94408 15.55308 18.18028
H 14.55366 13.45294 17.01282
H 15.06471 14.35289 15.47264
H 12.95514 15.49776 15.78918
H 16.29230 16.68174 15.86872
C 19.99012 15.70543 17.26794
C 19.64279 14.30076 17.76015
C 19.57142 13.37152 16.55277
O 18.55580 13.68160 15.67787
C 18.41304 12.66872 14.67233
N 20.60086 13.82112 18.69247
H 21.02389 15.73041 16.90112
H 19.79212 16.47009 18.00901
H 19.31068 15.86815 16.44585
H 18.62250 14.35034 18.26768
H 19.46571 12.32768 16.85641
H 20.51492 13.41606 16.03376
H 17.68382 11.87265 14.83990
H 19.47472 12.20201 14.49900
H 18.11238 13.13940 13.75572
H 20.27626 12.98535 19.20332
H 20.72141 14.56804 19.40427
C 18.33222 18.92160 13.99854
C 17.19222 18.03635 13.34855
C 17.59393 17.48267 11.97963
O 16.40930 17.03853 11.32369
C 16.75066 16.18736 10.21337
N 16.77803 16.94541 14.29345
H 18.51366 19.84576 13.37135
H 19.21666 18.35255 14.15027
H 17.92126 19.37712 14.86886
H 16.33686 18.73271 13.32692
H 18.17609 16.58684 11.99746
H 18.07641 18.20282 11.35065
H 17.31324 16.67805 9.42139
H 15.78407 15.94393 9.85889
H 17.31737 15.29726 10.52321
H 17.50411 16.20052 14.26125
H 15.97528 16.55150 13.86637
C 17.84159 9.94334 9.79222
C 16.51157 10.44523 9.26233
C 16.69327 10.98482 7.80564
O 17.58589 12.11517 7.78686
C 16.92861 13.30406 8.15696
N 15.46771 9.42098 9.31118
H 17.84853 9.66534 10.80363
H 18.63196 10.70140 9.56486
H 18.19556 9.12226 9.17230
H 16.12829 11.28963 9.84282
H 15.67499 11.28452 7.39625
H 17.26294 10.23967 7.16124
H 16.40828 13.66776 7.30097
H 17.63312 14.05078 8.37637
H 16.23343 13.04355 9.01580
H 15.82472 8.62036 8.81557
H 14.54573 9.72871 8.92630
C 11.19153 12.08700 17.76820
C 11.55521 12.41066 19.27306
C 11.85316 11.13330 20.01451
O 10.78813 10.20283 19.99428
C 11.18062 9.18469 20.96000
N 12.76710 13.17554 19.29520
H 12.05799 11.59767 17.19940
H 10.84146 12.93966 17.23538
H 10.35744 11.43318 17.77248
H 10.69755 12.81011 19.85969
H 12.08363 11.33848 21.04274
H 12.78404 10.70547 19.63078
H 12.24122 9.09432 20.93312
H 10.65237 8.27507 20.63595
H 10.83195 9.33698 21.96007
H 12.73879 13.79910 18.55121
H 12.80080 13.76920 20.13166
```

The calculation puts the relative energy (zero: lowest compared OMol25 entry of this formula, charge and spin) at 26.1 kcal/mol. Its gap between HOMO and LUMO is 9.665 eV.

=====

Computed DFT total energy (eV) in order:
-86976.2811; -60381.2355; -149928.1183; -87845.6398